{
  "formula": "C7H15ClMgNO3",
  "method": "ωB97M-V/def2-TZVPD",
  "e_tot_ev": -33098.4916,
  "gap_ev": 6.924,
  "de_lowest_kcal_mol": 0.0,
  "charge": 1,
  "e_lumo_ev": -5.59,
  "species": ["Mg", "Cl", "C", "O", "N", "C", "C", "H", "H", "H", "H", "H", "H", "H", "O", "C", "O", "C", "C", "C", "H", "H", "H", "H", "H", "H", "H", "H"],
  "positions_angstrom": [[0.73358, 1.50678, 4.27843], [2.04143, 2.39006, 2.76555], [-2.03493, 0.66320, 2.91994], [-0.98156, 1.07677, 3.45222], [-2.13241, 0.37137, 1.64596], [-3.37892, -0.10397, 1.08811], [-1.04778, 0.66339, 0.71062], [-2.96764, 0.52513, 3.46912], [-3.71086, 0.56042, 0.29113], [-4.16884, -0.16835, 1.83465], [-3.26195, -1.10657, 0.67363], [-1.49041, 0.99001, -0.22660], [-0.42588, 1.45570, 1.11777], [-0.43079, -0.21704, 0.52743], [3.34242, -0.54226, -2.14793], [2.56817, -0.11057, -1.34483], [1.37697, -0.68177, -1.07408], [1.06693, -1.88893, -1.81565], [0.42076, -1.54877, -3.13337], [2.79593, 1.11526, -0.53486], [0.41031, -2.45453, -1.15500], [1.97798, -2.47055, -1.95024], [-0.52229, -1.02750, -2.95418], [0.23004, -2.44475, -3.71772], [1.07131, -0.86390, -3.67467], [2.14073, 1.15897, 0.33081], [2.53951, 1.99075, -1.13602], [3.83815, 1.16167, -0.24023]],
  "forces_ev_per_angstrom": [[-0.7736, 0.1044, -1.2950], [0.0258, -0.0970, 0.5951], [-0.5154, -0.3988, -0.8268], [0.9850, 0.1913, 1.0986], [0.1192, 0.5040, 0.4180], [-0.6068, -0.4135, -0.3243], [0.1963, -0.1433, 0.0225], [0.1724, 0.0192, 0.3243], [0.0483, 0.0332, 0.0362], [0.1513, 0.1418, 0.1395], [0.1702, 0.0698, -0.0398], [0.0312, -0.0079, -0.0298], [0.0413, 0.0037, -0.0241], [-0.0441, 0.0314, -0.0177], [0.1600, -0.2302, -0.2667], [0.0740, -0.0231, -0.0520], [-0.2942, -0.3003, 0.0649], [0.1894, -0.1461, 0.2038], [-0.1125, 0.4110, 0.2551], [-0.3964, 0.4409, 0.2164], [-0.0959, 0.0428, -0.0413], [0.0431, 0.1244, -0.0285], [-0.0516, -0.0887, -0.0933], [0.0315, -0.0123, -0.0909], [0.0294, -0.1744, -0.2134], [0.1226, -0.1563, 0.0953], [0.2366, -0.0406, -0.1157], [0.0631, 0.1145, -0.0103]]
}